No. 1
The following is a DFT calculation (the ωB97M-V functional and the def2-TZVPD basis) of one molecule with the formula C4H7NO2.

```
! RIJCOSX wB97M-V def2-TZVPD def2/J DEFGRID3
* xyz 0 1
C 1.61982 -0.15778 -0.73084
C 0.22328 -0.27636 -0.14781
C 0.22815 -0.92443 1.23499
O 1.17424 -1.53107 1.66794
C -0.65451 0.94860 -0.15354
O -0.31221 2.09076 -0.33674
N -2.00247 0.51322 0.09513
H 2.27800 0.39705 -0.05514
H 2.05573 -1.15119 -0.85433
H 1.61437 0.35571 -1.69446
H -0.47122 -0.96148 -0.67450
H -0.72790 -0.85369 1.79012
H -2.49751 0.36820 -0.78007
H -2.52777 1.18247 0.63924
*
```

The energy above the lowest of the compared OMol25 structures with the same formula, charge and spin comes out at 25.6 kcal per mole. The LUMO energy is 0.6 eV. The HOMO energy comes out at -10.0 eV. The value obtained for the gap between HOMO and LUMO is 0.389 Ha. The SMILES is C[C@@H](C=O)C(N)=O.



No. 2
The following is a DFT calculation (the ωB97M-V functional and the def2-TZVPD basis) of one molecule with the formula C4H7NO2.

```
! RIJCOSX wB97M-V def2-TZVPD def2/J DEFGRID3
* xyz 0 1
C -1.19554 -1.14076 -0.06460
C -0.40378 0.13532 -0.06736
N -0.82019 1.24731 0.40100
O -2.09497 1.12655 0.93564
C 0.94507 0.17431 -0.72836
C 2.18343 0.24864 0.04120
O 1.75114 -0.97617 -0.52947
H -2.14970 -0.98514 -0.57863
H -0.64095 -1.94843 -0.54524
H -1.43560 -1.43770 0.96117
H -2.29563 2.03323 1.19901
H 0.94422 0.55955 -1.74801
H 3.07451 0.67804 -0.41193
H 2.13245 0.30469 1.12407
*
```

The energy above the lowest of the compared OMol25 structures with the same formula, charge and spin comes out at 82.7 kcal per mole. The LUMO energy is 1.0 eV. The HOMO energy comes out at -9.7 eV. The value obtained for the gap between HOMO and LUMO is 0.393 Ha. The SMILES is C/C(=N\O)[C@H]1CO1.



No. 3
The following is a DFT calculation (the ωB97M-V functional and the def2-TZVPD basis) of a 2-piece molecular cluster, C4H7NO2 overall.

```
! RIJCOSX wB97M-V def2-TZVPD def2/J DEFGRID3
* xyz 0 1
C -3.09667 -1.10492 0.12367
C 0.29286 -0.36354 -0.60952
C 0.24702 -0.33092 0.93286
C 1.11657 0.70701 -1.26618
N -2.85395 0.01694 0.04883
O -2.78726 1.19600 0.07488
O -0.38646 -1.17895 -1.14344
H -3.08266 -2.20096 0.12259
H 1.18312 0.16770 1.33952
H 0.27843 -1.27289 1.40068
H -0.78712 -0.02705 1.15474
H 2.11019 0.41003 -1.19373
H 1.05342 1.61644 -0.71410
H 0.85220 0.85455 -2.33005
*
```

The energy above the lowest of the compared OMol25 structures with the same formula, charge and spin comes out at 101.6 kcal per mole. The LUMO energy is 0.9 eV. The HOMO energy comes out at -9.5 eV. The value obtained for the gap between HOMO and LUMO is 0.385 Ha. The SMILES is C#[N+][O-].CC(C)=O.



No. 4
The following is a DFT calculation (the ωB97M-V functional and the def2-TZVPD basis) of a 2-piece molecular cluster, C4H7NO2 overall.

```
! RIJCOSX wB97M-V def2-TZVPD def2/J DEFGRID3
* xyz 0 1
C -1.38583 -0.67934 -0.19908
C -1.18693 0.80325 -0.49659
C 0.18924 1.34933 -0.24421
N 1.14127 0.67281 0.25038
C 2.16287 -1.66379 0.84793
O 3.20163 -1.14142 0.94374
O 1.17151 -2.27444 0.77356
H -0.64931 -1.27699 -0.73961
H -2.38123 -1.03972 -0.48731
H -1.25250 -0.87855 0.86641
H -1.44472 1.03262 -1.54011
H -1.83443 1.43054 0.13385
H 0.29344 2.41765 -0.48575
H 1.97498 1.24806 0.37678
*
```

The energy above the lowest of the compared OMol25 structures with the same formula, charge and spin comes out at 6.6 kcal per mole. The LUMO energy is 0.8 eV. The HOMO energy comes out at -10.3 eV. The value obtained for the gap between HOMO and LUMO is 0.409 Ha. The SMILES is [H]/N=C/CC.O=C=O.



No. 5
The following is a DFT calculation (the ωB97M-V functional and the def2-TZVPD basis) of C4H7NO2 as an isolated structure.

```
! RIJCOSX wB97M-V def2-TZVPD def2/J DEFGRID3
* xyz 0 1
C 1.34544 -1.31928 0.13212
C 0.34801 -0.19871 -0.00408
C 0.67626 1.10163 -0.61134
O -0.09892 0.14014 -1.30297
C -0.71818 -0.19596 1.01851
O -0.73233 -0.63631 2.24781
N -1.89899 0.15496 1.26148
H 2.13800 -1.19867 -0.61036
H 1.78630 -1.31913 1.13339
H 0.85641 -2.28436 -0.03098
H 0.13994 1.99635 -0.29720
H 1.68912 1.25020 -0.98450
H -2.86668 1.05806 -0.67665
H -2.66438 1.45108 -1.27524
*
```

The energy above the lowest of the compared OMol25 structures with the same formula, charge and spin comes out at 142.6 kcal per mole. The LUMO energy is 0.1 eV. The HOMO energy comes out at -10.0 eV. The value obtained for the gap between HOMO and LUMO is 0.371 Ha.



No. 6
The following is a DFT calculation (the ωB97M-V functional and the def2-TZVPD basis) of one molecule with the formula C4H7NO2.

```
! RIJCOSX wB97M-V def2-TZVPD def2/J DEFGRID3
* xyz 0 1
N 1.44756 0.48072 1.81212
C 0.95370 0.71038 0.56044
O 0.77590 1.83025 0.11002
C 0.58508 -0.54477 -0.22211
C -0.91686 -0.67633 -0.36906
C -1.63243 0.18030 -1.30976
O -1.36677 -1.18477 -1.61560
H 1.68879 1.27366 2.38882
H 1.64242 -0.44992 2.14612
H 1.01071 -1.44696 0.23311
H 0.99449 -0.45359 -1.23187
H -1.45706 -1.06654 0.49558
H -1.04840 0.90943 -1.86678
H -2.67712 0.43812 -1.13103
*
```

The energy above the lowest of the compared OMol25 structures with the same formula, charge and spin comes out at 32.2 kcal per mole. The LUMO energy is 0.8 eV. The HOMO energy comes out at -10.0 eV. The value obtained for the gap between HOMO and LUMO is 0.398 Ha. The SMILES is NC(=O)C[C@H]1CO1.



No. 7
The following is a DFT calculation (the ωB97M-V functional and the def2-TZVPD basis) of one molecule with the formula C4H7NO2.

```
! RIJCOSX wB97M-V def2-TZVPD def2/J DEFGRID3
* xyz 0 1
C 0.23658 -0.70405 -1.51854
C 0.36838 -0.67780 -0.01945
N 1.37747 -1.39131 0.67170
O 1.39466 0.08092 0.50320
C -0.74394 1.60373 1.41352
C -1.31087 0.69378 0.63787
O -0.85621 -0.61681 0.63584
H 1.21365 -0.60093 -1.99790
H -0.23841 -1.63813 -1.82760
H -0.39732 0.12878 -1.83689
H 2.04611 -1.73912 -0.02436
H -0.00482 1.30970 2.14953
H -0.97770 2.65192 1.28946
H -2.10758 0.89932 -0.07638
*
```

The energy above the lowest of the compared OMol25 structures with the same formula, charge and spin comes out at 95.8 kcal per mole. The LUMO energy is 1.0 eV. The HOMO energy comes out at -9.8 eV. The value obtained for the gap between HOMO and LUMO is 0.396 Ha. The SMILES is C=CO[C@]1(C)NO1.



No. 8
The following is a DFT calculation (the ωB97M-V functional and the def2-TZVPD basis) of one molecule with the formula C4H7NO2.

```
! RIJCOSX wB97M-V def2-TZVPD def2/J DEFGRID3
* xyz 0 1
C 0.33340 1.70591 0.35546
C -0.72790 -1.14076 -0.03128
C -1.92358 -0.50018 -0.23721
C 1.62032 -1.04865 -0.11627
H 0.00274 2.79987 -0.01005
H 1.43688 1.82803 0.71351
H -0.47818 1.14665 1.00505
H -0.41453 -2.10333 0.49542
H -2.79302 -1.13893 -0.09582
H -2.12879 0.50574 -0.82313
H 1.43449 -1.97043 0.33954
N 0.43267 -0.49288 -0.43555
O 0.53622 0.90532 -0.96349
O 2.66928 -0.49636 -0.19616
*
```

The energy above the lowest of the compared OMol25 structures with the same formula, charge and spin comes out at 115.9 kcal per mole. The LUMO energy is 0.8 eV. The HOMO energy comes out at -9.0 eV. The value obtained for the gap between HOMO and LUMO is 0.357 Ha. The SMILES is C=CN(C=O)OC.



No. 9
The following is a DFT calculation (the ωB97M-V functional and the def2-TZVPD basis) of one molecule with the formula C4H7NO2.

```
! RIJCOSX wB97M-V def2-TZVPD def2/J DEFGRID3
* xyz 0 1
O -0.50658 -0.79527 2.17215
C 0.47815 -0.57609 1.52718
C 0.57033 -0.05619 0.12422
C -0.81407 -0.24962 -0.63711
C -1.69463 0.90708 -0.30668
O -2.27068 1.58316 -1.11114
N 1.74666 -0.46632 -0.59717
H 1.49663 -0.54501 1.99403
H 0.58390 1.04165 0.26228
H -0.51447 -0.23849 -1.68167
H -1.25168 -1.18932 -0.33086
H -1.90178 1.04895 0.76999
H 1.51072 -0.58032 -1.56501
H 2.56749 0.11579 -0.62021
*
```

The energy above the lowest of the compared OMol25 structures with the same formula, charge and spin comes out at 46.9 kcal per mole. The LUMO energy is 0.6 eV. The HOMO energy comes out at -9.8 eV. The value obtained for the gap between HOMO and LUMO is 0.382 Ha. The SMILES is N[C@H](C=O)CC=O.